No. 1
Molecular formula: C17H18N2OPt
Method: DFT, the ωB97M-V functional and the def2-TZVPD basis

Properties
multiplicity: 5
total energy: -26141.9547 eV
charge: +4
Kohn-Sham gap (spin up / spin down): 9.133 / 5.168 eV

```
39
Properties=species:S:1:pos:R:3:forces:R:3
Pt -0.037807 -0.069057 -2.253551 -0.21 -0.30 -0.71
C 0.327442 0.923823 -6.037843 1.43 0.43 -1.59
C -0.492826 1.346037 -5.009744 -1.19 1.77 0.74
C -1.004056 0.423752 -3.976462 1.24 -1.73 -2.50
C -0.431642 -0.989938 -4.013419 -1.33 1.72 -2.16
C 0.464029 -1.322471 -5.117506 0.05 -0.62 1.21
C 0.750116 -0.414674 -6.101365 1.31 0.71 -2.97
H 0.656242 1.708368 -6.811592 -0.51 -1.51 1.09
H -0.878726 2.440108 -5.077689 0.57 -2.02 0.42
H -2.057195 0.595744 -3.874514 -0.71 -0.17 0.94
H -0.983990 -1.898981 -3.770273 -0.52 0.33 0.61
H 0.820747 -2.357716 -5.182223 -0.07 0.39 -0.08
H 1.333096 -0.770615 -7.031740 -0.86 0.66 1.65
C 0.344038 1.576622 3.838087 1.63 0.62 1.12
N 0.142463 1.348805 2.426748 -1.16 -0.55 -0.67
N 0.036347 0.070483 1.860820 0.35 0.10 -1.92
C 0.111608 0.275626 0.458901 0.32 -1.25 0.79
O 0.162795 -0.658069 -0.406879 0.44 1.33 2.74
C 0.170023 1.668168 0.213655 -0.05 0.26 -0.20
C 0.126026 2.297338 1.498946 0.73 1.32 -0.78
C 0.227863 3.784563 1.791505 -0.45 -0.66 -0.21
C -0.036312 -1.173972 2.471826 -0.60 -1.20 1.37
C -0.442576 -1.367872 3.822491 -1.49 1.28 2.05
C -0.583551 -2.583820 4.449843 2.02 0.88 -1.84
C -0.121735 -3.737164 3.763447 -1.22 0.45 2.09
C -0.084914 -3.670187 2.415936 1.58 2.71 -4.44
C 0.081524 -2.375406 1.810057 -0.12 -2.59 -1.95
H 0.995471 0.727114 4.185843 -0.70 1.09 0.08
H -0.566046 1.762929 4.465726 0.49 -0.46 -0.79
H 0.940413 2.528737 3.824814 -0.39 -1.05 0.59
H 0.294104 2.062639 -0.829862 -0.16 0.20 1.43
H -0.562609 4.332510 1.240254 0.54 -0.29 0.04
H 1.227534 4.185403 1.570291 -0.21 -0.20 -0.34
H 0.059261 3.966805 2.835481 -0.24 0.18 0.46
H -0.796308 -0.470048 4.349403 0.33 -0.74 0.13
H -0.661535 -2.633933 5.478254 -0.89 0.07 2.04
H 0.153969 -4.639716 4.241843 0.20 -0.82 0.82
H 0.084269 -4.509474 1.744489 -0.30 -0.10 0.32
H 0.232431 -2.382449 0.736001 0.18 -0.25 0.41
```
Forces are in eV/Å.

***

No. 2
Molecular formula: C17H18N3O6S2Sm
Method: DFT, the ωB97M-V functional and the def2-TZVPD basis

Properties
multiplicity: 6
total energy: -74251.3830 eV
charge: 0
Kohn-Sham gap (spin up / spin down): 7.335 / 7.336 eV

```
47
Properties=species:S:1:pos:R:3:forces:R:3
Sm -0.139601 0.021233 -0.177151 2.00 -1.82 -0.41
C 4.378468 -3.360490 -0.867603 0.05 -0.10 0.02
S 3.107393 -3.026128 -2.096976 -0.04 -0.02 -0.08
C 1.777226 -2.494919 -1.095069 -0.26 -0.03 0.21
S 0.305211 -2.121803 -1.952460 0.22 -0.38 -0.12
N 1.965094 -2.447901 0.187927 -0.02 0.01 0.06
N 0.918103 -1.878390 0.901585 0.68 -0.03 -0.41
C 0.020149 -2.608866 1.397554 -0.56 -0.31 0.47
C -1.120320 -1.945961 2.084243 0.37 -0.15 -0.12
C -2.202276 -2.672478 2.529472 -0.17 -0.29 0.14
C -3.264606 -1.995769 3.110888 -0.10 -0.17 0.03
C -3.190797 -0.625284 3.251001 -0.06 0.06 0.05
C -2.063155 0.021921 2.776555 0.17 0.10 -0.01
N -1.054129 -0.611579 2.183962 -0.13 0.04 -0.01
H 5.145509 -3.941857 -1.379215 0.00 0.05 0.03
H 3.961213 -3.942122 -0.049247 0.03 -0.01 -0.03
H 4.809793 -2.441772 -0.475696 -0.03 0.00 0.00
H 0.028507 -3.690380 1.286316 0.02 -0.06 0.06
H -2.213601 -3.749702 2.415538 -0.03 0.06 -0.01
H -4.138638 -2.537894 3.449653 0.04 0.02 -0.01
H -3.993719 -0.053392 3.695730 0.03 -0.03 -0.01
H -1.965021 1.095541 2.860495 -0.01 0.06 -0.03
O -4.165133 4.501108 0.943069 -0.25 0.27 0.13
C -3.373844 3.635655 0.735023 0.38 -0.37 -0.24
C -3.675638 2.173392 0.364489 0.46 0.10 0.16
O -4.745614 1.629093 0.405357 -0.40 -0.12 -0.09
C -2.369634 1.560795 0.062534 -0.58 -0.09 -0.27
C -1.331020 2.410467 0.397464 0.12 0.44 0.35
O -0.059567 2.058096 0.402553 -0.62 1.68 0.27
C -1.839426 3.749547 0.773699 -0.19 -0.41 -0.12
O -1.193587 4.719462 1.056280 0.16 0.33 0.12
O -2.200765 0.319402 -0.387835 -1.46 0.85 0.12
C 3.064693 0.926191 -0.009883 0.02 0.01 -0.05
C 2.796096 1.314144 -1.442754 -0.15 0.06 -0.14
O 1.453399 0.945130 -1.781564 0.10 0.09 -0.15
C 0.995745 1.479123 -3.032191 0.02 -0.01 0.08
C -0.457460 1.108312 -3.223048 0.15 0.16 -0.02
H 4.022732 1.337052 0.307567 0.01 -0.06 0.01
H 3.095141 -0.156558 0.119458 -0.01 -0.03 0.01
H 2.304578 1.366510 0.634928 -0.02 0.08 0.15
H 3.475882 0.808975 -2.129829 0.07 -0.03 -0.08
H 2.893885 2.392910 -1.579031 0.02 0.07 0.02
H 1.614022 1.075611 -3.834116 0.08 -0.04 -0.07
H 1.116002 2.563177 -3.002150 0.05 0.09 0.01
H -0.567175 0.044077 -3.390388 -0.07 -0.16 -0.04
H -0.880064 1.641494 -4.073805 0.05 0.00 -0.02
H -1.044051 1.404827 -2.353331 -0.16 0.11 0.00
```
Forces are in eV/Å.

***

No. 3
Molecular formula: C17H18N4O7
Method: DFT, the ωB97M-V functional and the def2-TZVPD basis

Properties
multiplicity: 1
SMILES string: COc1cc(C(=O)NNC(=O)Nc2ccc([N+](=O)[O-])cc2)cc(OC)c1OC
total energy: -38210.1595 eV
charge: 0
Kohn-Sham gap: 7.586 eV

```
46
Properties=species:S:1:pos:R:3:forces:R:3
C 1.983192 -1.539055 -1.509708 0.14 -0.05 0.20
H 1.517365 -2.180295 -0.755111 0.02 0.05 -0.02
O 1.086270 -1.235141 -2.549993 -0.37 0.16 -0.20
C -0.082337 -0.616744 -2.242849 -0.04 -0.02 -0.31
C -0.401185 -0.103253 -0.998595 -0.06 0.04 0.05
C -1.647196 0.490674 -0.802514 -0.04 -0.23 -0.64
C -2.559228 0.555102 -1.847284 0.03 0.09 0.21
C -2.246245 0.072360 -3.111337 0.08 -0.06 -0.04
C -0.991199 -0.521447 -3.324999 0.19 -0.10 0.05
O -0.504906 -1.040379 -4.476299 0.02 0.21 0.44
C -1.316210 -1.211579 -5.617010 -0.21 -0.10 -0.51
H -1.643923 -0.255735 -6.029844 0.04 -0.12 0.03
H -2.189203 -1.831209 -5.402689 0.06 0.04 -0.02
H -0.677944 -1.720908 -6.338700 -0.06 0.03 0.04
O -3.112620 0.152029 -4.168441 0.48 -0.12 0.13
C -4.403391 0.668660 -3.944299 -0.21 0.09 0.02
H -4.370276 1.719750 -3.641907 0.00 -0.05 0.01
H -4.945080 0.088328 -3.191846 0.02 0.03 -0.01
H -4.915238 0.586342 -4.901989 -0.02 0.03 0.09
H -3.516089 1.005083 -1.642906 -0.12 0.03 -0.03
C -2.068339 1.043257 0.495385 0.24 0.12 0.50
O -3.219459 1.133373 0.876837 -0.16 0.05 -0.01
N -1.033646 1.449634 1.311129 0.21 0.24 0.15
H -0.159985 1.754276 0.905072 -0.18 0.08 -0.04
N -1.401506 2.083003 2.499437 -0.87 -0.30 -0.56
C -0.604973 2.472437 3.516060 0.41 -0.04 -0.06
O -1.016103 3.130083 4.443881 -0.12 0.15 0.18
N 0.762159 2.188224 3.384539 0.08 0.48 0.16
C 1.382770 1.032742 2.960610 0.26 -0.61 -0.19
C 2.764162 1.068914 2.720959 -0.30 0.00 0.04
C 3.424096 -0.044655 2.259537 0.03 -0.43 -0.10
C 2.710919 -1.219434 2.031233 -0.63 1.11 0.51
C 1.347708 -1.283849 2.307264 0.36 -0.19 -0.13
C 0.688552 -0.170590 2.777352 0.17 0.16 0.18
H -0.356799 -0.236263 3.029139 -0.09 0.00 0.01
H 0.825248 -2.216999 2.162656 -0.04 -0.03 -0.01
N 3.386934 -2.369813 1.515199 0.25 -0.47 -0.25
O 4.594045 -2.314425 1.397189 0.25 -0.06 -0.05
O 2.707562 -3.330225 1.207500 -0.04 -0.26 -0.04
H 4.484307 -0.027203 2.059855 0.04 0.02 0.00
H 3.306112 1.985760 2.896726 0.07 0.11 -0.03
H 1.335397 2.821111 3.928190 -0.22 -0.07 -0.01
H -2.407629 2.224286 2.564518 0.28 0.01 0.05
H 0.284730 -0.204711 -0.173605 0.14 -0.05 0.09
H 2.377176 -0.632647 -1.035009 -0.03 -0.03 0.00
H 2.803059 -2.079634 -1.979333 -0.03 0.03 0.09
```
Forces are in eV/Å.

***

Look up the total energy of the third one.
-38210.1595 eV